Model a:
DFT (ωB97M-V/def2-TZVPD) results for an isolated molecule of H2NOP.

```
5
H2NOP (ωB97M-V/def2-TZVPD)
N -1.705 -1.271 0.006
P -0.732 -0.086 -0.012
H 0.186 0.092 1.161
H 0.116 0.485 -0.916
O -1.780 1.019 0.007
```

Results
Kohn-Sham gap (alpha / beta): 7.96 / 8.39 eV

Atom charges from the Mulliken analysis, given in e for atoms 1 to 2: number 1, N, carries -0.253; number 2, P, carries 0.492

Model b:
DFT (ωB97M-V/def2-TZVPD) results for a cluster of 2 separate species, H2NOP in total.

```
5
H2NOP (ωB97M-V/def2-TZVPD)
H -0.800 1.075 -0.109
O -2.948 0.750 0.047
H 0.543 -0.407 0.781
P -2.246 -0.538 -0.008
N -0.697 0.029 -0.094
```

Results
Kohn-Sham gap: 9.23 eV

Atom charges from the Mulliken analysis, given in e for atoms 1 to 2: number 1, H, carries 0.310; number 2, O, carries -0.465

model b is favored, and the nearest alternative lies 69.3 kcal/mol above it.

Model a:
DFT (ωB97M-V/def2-TZVPD) results for the ion C9H15N3 with charge +2.

```
27
C9H15N3 (ωB97M-V/def2-TZVPD)
H 0.591 1.036 -1.815
H -1.586 2.929 -0.461
H 3.507 -0.380 1.830
H 0.309 -3.153 -0.452
H -3.350 0.539 -0.033
C 2.545 1.395 -0.824
H 1.257 -1.093 1.776
C 3.337 1.146 0.277
C -1.397 0.576 0.930
H -1.047 -1.610 1.350
N -0.190 -1.033 -0.609
C -2.422 2.259 -0.374
C -1.177 -0.928 0.456
H -0.341 1.037 0.697
N -2.521 1.129 0.067
C 1.725 -0.632 0.887
H 2.833 2.088 -1.609
C 1.346 0.741 -1.102
H 0.360 -2.463 -2.021
H -1.608 0.582 1.970
H -2.098 -1.247 -0.056
H 4.426 1.546 0.448
C 2.891 0.076 1.114
N -0.115 -2.443 -1.085
C 0.944 -0.264 -0.245
H -3.236 2.513 -1.072
H -1.122 -2.721 -1.139
```

Results
Net charge: +2
Kohn-Sham gap: 8.26 eV

Atom charges from the Mulliken analysis, given in e for atoms 1 to 2: number 1, H, carries 0.468; number 2, H, carries 0.327

Model b:
DFT (ωB97M-V/def2-TZVPD) results for the ion C9H15N3 with charge +2.

```
27
C9H15N3 (ωB97M-V/def2-TZVPD)
H -0.653 -0.353 3.884
H 2.529 -0.962 1.510
H 1.699 0.659 -4.982
C -0.998 0.127 0.140
H -1.639 -0.962 1.877
C -0.768 -0.935 1.222
C 0.967 0.925 -4.234
C -0.118 0.622 -2.081
H -0.162 -2.039 3.615
H -0.662 -1.909 0.740
C 0.145 -0.998 3.521
N 0.159 1.970 -4.493
C -0.962 1.730 -2.428
H 1.490 -2.512 1.652
H -1.742 2.052 -1.760
C 1.587 -1.441 1.703
H 1.500 -0.597 -2.840
H 0.266 2.468 -5.375
H -0.905 1.141 0.562
C 0.858 0.240 -3.058
N -0.159 -0.069 -0.974
H -1.398 3.210 -3.911
H -2.053 0.012 -0.157
C -0.787 2.366 -3.625
N 0.449 -0.685 2.088
H 0.673 0.318 2.037
H 1.031 -0.836 4.133
```

Results
Net charge: +2
Kohn-Sham gap (alpha / beta): 9.64 / 6.41 eV

Atom charges from the Mulliken analysis, given in e for atoms 1 to 2: number 1, H, carries 0.397; number 2, H, carries 0.310

model b is favored, and the nearest alternative lies 23.1 kcal/mol above it.

Model a:
DFT (ωB97M-V/def2-TZVPD) results for a cluster of 9 separate species, H17O9 in total.

```
26
H17O9 (ωB97M-V/def2-TZVPD)
H -13.843 -9.719 -0.747
O -14.835 -7.940 2.951
H -14.319 -5.209 0.989
H -12.099 -6.547 -2.174
H -14.997 -5.859 -1.348
H -14.303 -7.432 2.284
O -15.812 -5.487 -1.709
H -11.312 -5.239 2.941
H -13.703 -8.609 0.319
H -11.490 -3.908 3.667
H -10.580 -8.671 0.940
O -12.423 -5.877 -1.566
O -16.555 -7.533 0.147
H -15.682 -7.087 0.147
H -11.900 -7.987 1.272
H -14.767 -8.853 2.658
O -11.952 -4.722 3.446
H -16.516 -6.038 -1.341
O -11.021 -8.176 1.636
H -14.060 -3.688 1.041
H -13.248 -6.439 1.121
H -12.823 -6.384 -0.818
O -13.910 -6.884 0.579
O -14.667 -4.360 1.364
O -13.649 -9.591 0.186
H -16.350 -8.432 0.417
```

Results
Net charge: -1
Kohn-Sham gap: 9.72 eV

Atom charges from the Mulliken analysis, given in e for atoms 1 to 2: number 1, H, carries 0.319; number 2, O, carries -0.668

Model b:
DFT (ωB97M-V/def2-TZVPD) results for a cluster of 9 separate species, H17O9 in total.

```
26
H17O9 (ωB97M-V/def2-TZVPD)
O 2.720 0.044 -1.203
H 0.109 1.037 2.712
O -1.458 -1.209 1.973
H -0.835 -1.070 -1.059
O -1.298 -1.926 -1.479
O 2.040 -2.352 0.945
H -0.607 -2.294 -2.026
H -0.794 -1.036 1.243
H 1.807 0.203 -1.234
H 2.764 -0.848 -0.826
H 0.293 0.890 1.287
H -3.205 0.476 1.266
H 1.843 -2.822 0.148
H 0.547 -0.172 -0.258
O 0.694 1.445 2.105
H 0.700 2.990 0.055
H -0.614 0.895 -1.573
O -2.903 1.013 0.366
O 0.840 2.648 -0.741
O -0.967 0.904 -2.602
H -1.582 1.530 -2.680
H 2.885 -2.154 1.187
H -1.873 0.665 0.382
O -0.379 0.187 -0.067
H -1.268 -0.722 2.758
H 0.551 1.689 -0.672
```

Results
Net charge: -1
Kohn-Sham gap: 9.39 eV

Atom charges from the Mulliken analysis, given in e for atoms 1 to 2: number 1, O, carries -0.623; number 2, H, carries 0.333

model a is favored, and the nearest alternative lies 57.0 kcal/mol above it.

Model a:
DFT (ωB97M-V/def2-TZVPD) results for a cluster of 2 separate species, C2H4BFO in total.

```
9
C2H4BFO (ωB97M-V/def2-TZVPD)
H -0.582 0.217 -1.077
H 1.791 0.727 1.118
F 1.749 -1.084 -0.014
C -2.388 -0.012 -0.052
O -3.524 0.031 0.131
H -0.717 -0.575 0.669
C -1.123 -0.173 -0.228
B 2.141 0.165 0.152
H 2.653 0.704 -0.699
```

Results
Kohn-Sham gap: 9.85 eV

Atom charges from the Mulliken analysis, given in e for atoms 1 to 2: number 1, H, carries 0.246; number 2, H, carries -0.050

Model b:
DFT (ωB97M-V/def2-TZVPD) results for a cluster of 2 separate species, C2H4BFO in total.

```
9
C2H4BFO (ωB97M-V/def2-TZVPD)
F -0.554 -1.548 1.391
B 1.632 0.357 -1.141
C -0.799 -0.339 0.783
H 1.612 1.381 -1.749
H -0.234 -0.160 -0.145
H 1.132 -0.637 -1.378
O -3.061 0.478 1.412
H 2.297 0.334 -0.204
C -2.025 0.134 1.032
```

Results
Kohn-Sham gap: 9.05 eV

Atom charges from the Mulliken analysis, given in e for atoms 1 to 2: number 1, F, carries -0.241; number 2, B, carries 0.100

model a is favored, and the nearest alternative lies 74.8 kcal/mol above it.

Model a:
DFT (ωB97M-V/def2-TZVPD) results for an isolated molecule of C5H4.

```
9
C5H4 (ωB97M-V/def2-TZVPD)
C 0.577 -0.045 -0.094
C -0.294 2.414 -1.017
H -1.642 1.691 0.762
C 0.539 -1.478 0.163
C 0.216 1.058 -0.494
C -0.949 1.920 -0.022
H 0.340 -1.674 1.222
H -0.268 -1.914 -0.433
H 1.481 -1.972 -0.088
```

Results
Kohn-Sham gap: 9.38 eV

Atom charges from the Mulliken analysis, given in e for atoms 1 to 2: number 1, C, carries 0.386; number 2, C, carries -1.023

Model b:
DFT (ωB97M-V/def2-TZVPD) results for an isolated molecule of C5H4.

```
9
C5H4 (ωB97M-V/def2-TZVPD)
C 2.092 -0.580 -0.008
C -0.631 -0.224 0.105
C 0.615 -0.331 -0.050
H 1.981 1.709 0.109
H -2.445 -0.065 -1.068
H -2.460 0.068 0.913
C -1.941 -0.064 -0.026
H 2.830 -1.299 -0.101
C 1.742 0.688 -0.007
```

Results
Kohn-Sham gap: 9.45 eV

Atom charges from the Mulliken analysis, given in e for atoms 1 to 2: number 1, C, carries -0.603; number 2, C, carries 0.440

Model c:
DFT (ωB97M-V/def2-TZVPD) results for an isolated molecule of C5H4.

```
9
C5H4 (ωB97M-V/def2-TZVPD)
H 1.644 1.154 0.273
H 2.640 -1.267 0.010
C -1.333 -0.102 -0.182
H -3.359 -0.977 0.359
C 2.007 -0.624 0.645
H -0.187 1.589 -0.819
C -0.111 0.581 -0.420
C -2.410 -0.565 0.101
C 1.109 0.211 0.032
```

Results
Kohn-Sham gap (alpha / beta): 7.26 / 7.26 eV

Atom charges from the Mulliken analysis, given in e for atoms 1 to 2: number 1, H, carries 0.242; number 2, H, carries 0.212

model b is favored, and the nearest alternative lies 18.4 kcal/mol above it.

Model a:
DFT (ωB97M-V/def2-TZVPD) results for a cluster of 2 separate species, CH2N2O3S in total.

```
9
CH2N2O3S (ωB97M-V/def2-TZVPD)
N 3.245 -0.145 -1.712
H 2.775 0.426 -0.952
O -1.179 -1.503 -1.471
O -1.604 -0.344 2.790
S -0.683 -0.729 -0.289
N -1.811 -0.115 0.503
O -1.725 1.706 1.780
H 2.661 0.219 -2.473
C -1.679 0.483 1.824
```

Results
Net charge: -2
Kohn-Sham gap: 5.00 eV

Atom charges from the Mulliken analysis, given in e for atoms 1 to 2: number 1, N, carries -0.644; number 2, H, carries -0.145

Model b:
DFT (ωB97M-V/def2-TZVPD) results for the ion CH2N2O3S with charge -2.

```
9
CH2N2O3S (ωB97M-V/def2-TZVPD)
C 0.905 -1.900 -1.233
H -0.959 -0.439 1.041
O 0.978 -0.233 2.108
H 0.846 0.760 -0.878
N 1.714 -1.795 -0.239
S 0.528 -0.252 0.700
O 1.184 -2.502 -2.333
N 0.786 1.154 0.055
O -0.196 -1.141 -1.057
```

Results
Net charge: -2
Kohn-Sham gap (alpha / beta): 5.95 / 5.96 eV

Atom charges from the Mulliken analysis, given in e for atoms 1 to 2: number 1, C, carries 0.702; number 2, H, carries 0.052

model a is favored, and the nearest alternative lies 65.9 kcal/mol above it.

Model a:
DFT (ωB97M-V/def2-TZVPD) results for a cluster of 12 separate species, C4H33NO11S2 in total.

```
51
C4H33NO11S2 (ωB97M-V/def2-TZVPD)
O 4.866 -0.154 1.285
H 4.503 -0.637 2.045
H 3.129 2.788 0.816
O -2.420 -4.135 0.296
H -0.522 2.346 0.376
H 1.119 1.221 1.047
O 2.205 -0.131 -1.662
O 3.008 1.835 0.906
H -3.174 -3.657 0.654
H -3.350 1.888 -0.168
H -0.838 -2.255 -0.282
H -4.598 1.096 -1.189
H -0.952 -3.176 -2.967
H -0.783 2.081 2.419
C -0.059 -1.199 -3.174
S -2.762 0.288 -3.164
S -1.191 -0.144 -4.186
H -4.169 2.903 -1.182
H 1.665 -0.626 -1.035
H 4.323 0.657 1.283
H 0.939 -3.632 2.903
H -0.871 -0.921 3.664
C -2.740 1.849 -2.241
C -3.814 1.869 -1.136
O 1.219 2.401 -0.971
H -2.932 2.704 -2.887
H -2.608 -4.325 -0.623
H 0.364 -3.184 -0.912
H 0.626 -1.659 -3.895
H 1.455 -0.090 1.177
H 0.284 -3.414 1.485
H -0.416 3.365 3.181
O -0.303 2.411 3.192
H -0.895 3.867 0.322
O -0.969 -1.233 2.768
C -0.857 -2.222 -2.402
H 1.429 2.403 -1.909
O 1.095 -3.611 1.958
H 2.886 1.532 -0.006
H -1.775 1.852 -1.717
O 2.283 -0.181 3.542
N -0.226 -2.371 -1.076
H 2.675 0.507 3.002
H -1.908 -1.989 -2.117
H 2.909 -0.589 -2.122
H 0.947 1.493 -0.789
H -0.335 -0.875 2.142
O -1.200 2.992 0.563
H 0.376 -0.630 -2.353
H 1.747 0.320 4.167
O 0.615 0.373 0.969
```

Results
Kohn-Sham gap: 8.60 eV

Atom charges from the Mulliken analysis, given in e for atoms 1 to 2: number 1, O, carries -0.651; number 2, H, carries 0.331

Model b:
DFT (ωB97M-V/def2-TZVPD) results for a cluster of 12 separate species, C4H33NO11S2 in total.

```
51
C4H33NO11S2 (ωB97M-V/def2-TZVPD)
H 4.909 -1.173 0.416
N -1.217 0.054 -0.790
O 2.502 -3.496 -0.431
C -0.811 1.989 -2.259
O -2.810 0.502 -3.716
H -1.360 1.859 -3.205
O -2.748 2.886 1.668
H -3.632 0.152 -3.367
O -0.477 -3.190 -1.262
H 3.997 -0.983 -0.844
O -3.755 -1.530 -1.776
O 3.476 2.080 -0.416
H -2.078 -0.008 -3.366
H 2.279 -4.326 -0.021
H 0.130 0.016 -2.353
H 1.875 -1.086 1.731
H 1.843 1.806 2.034
H 2.822 1.631 -0.949
H 0.349 -3.595 -1.544
H 0.594 1.073 -0.987
H -0.049 0.043 1.038
H -3.619 2.529 1.454
C -1.709 -1.375 1.178
H -1.543 2.534 -1.665
H 2.652 0.100 3.511
S -4.669 -0.088 0.702
C -0.232 0.737 -1.627
O 2.741 1.450 2.143
S -3.006 -0.321 1.836
H -2.804 -1.555 -1.568
H 3.129 1.543 1.248
H -1.317 -1.831 2.086
H 0.175 3.653 2.329
H -2.102 0.487 -0.575
C -0.666 -0.590 0.392
H 2.376 -2.632 0.002
O 0.014 2.803 1.909
O 4.636 -0.562 -0.267
H 4.339 1.660 -0.486
H -0.817 2.485 2.296
H -2.057 -2.169 0.517
H 1.945 -0.815 4.463
O 2.153 -1.111 0.796
H -4.221 0.443 -0.454
H -4.011 -2.380 -1.405
H -0.020 2.630 -2.660
H -0.356 -2.238 -1.196
O 2.431 -0.841 3.635
H 2.956 -0.582 0.921
H -2.255 2.648 0.901
H 0.014 -1.317 -0.012
```

Results
Kohn-Sham gap: 8.99 eV

Atom charges from the Mulliken analysis, given in e for atoms 1 to 2: number 1, H, carries 0.288; number 2, N, carries 0.897

model b is favored, and the nearest alternative lies 13.2 kcal/mol above it.

Model a:
DFT (ωB97M-V/def2-TZVPD) results for a cluster of 2 separate species, C2H2N2OS in total.

```
8
C2H2N2OS (ωB97M-V/def2-TZVPD)
N 0.413 -1.723 -0.058
N -1.441 1.797 -0.350
H 1.135 -1.509 0.626
H -0.534 1.764 0.044
C -0.779 -1.719 -0.063
C -2.548 1.594 0.054
O -3.681 1.470 0.243
S -2.281 -1.365 -0.096
```

Results
Kohn-Sham gap: 10.04 eV

Atom charges from the Mulliken analysis, given in e for atoms 1 to 2: number 1, N, carries -0.383; number 2, N, carries -0.390

Model b:
DFT (ωB97M-V/def2-TZVPD) results for a cluster of 2 separate species, C2H2N2OS in total.

```
8
C2H2N2OS (ωB97M-V/def2-TZVPD)
H -0.081 1.363 -1.768
H 2.544 -0.126 1.094
S -2.922 -0.245 -0.014
C 1.890 -0.117 0.198
N 0.072 1.031 -0.811
N 1.129 0.672 -0.317
C -1.726 -0.975 0.569
O -0.906 -1.603 1.049
```

Results
Kohn-Sham gap (alpha / beta): 9.60 / 9.60 eV

Atom charges from the Mulliken analysis, given in e for atoms 1 to 2: number 1, H, carries 0.224; number 2, H, carries 0.257

model a is favored, and the nearest alternative lies 61.9 kcal/mol above it.